# 1
{"formula": "C35H33AlBeCaCl3F4MgN2O15PSV", "method": "ωB97M-V/def2-TZVPD", "symbols": ["C", "C", "O", "C", "C", "C", "C", "C", "C", "C", "C", "C", "C", "C", "C", "C", "C", "Cl", "C", "O", "C", "C", "C", "C", "O", "O", "C", "C", "P", "O", "Cl", "C", "C", "C", "C", "C", "N", "C", "C", "C", "O", "H", "H", "H", "H", "H", "H", "H", "H", "H", "H", "H", "H", "H", "H", "H", "H", "H", "H", "H", "H", "H", "H", "H", "H", "O", "H", "H", "Ca", "F", "Al", "F", "F", "F", "C", "C", "N", "H", "H", "H", "Cl", "Be", "O", "S", "O", "O", "O", "O", "V", "O", "O", "C", "C", "O", "H", "H", "H", "H", "Mg"], "positions_angstrom": [[2.847, -3.432, 0.878], [1.624, -4.430, 0.969], [1.159, -4.876, -0.296], [0.018, -5.789, -0.148], [-1.017, -5.442, -1.253], [-1.071, -3.914, -1.314], [-1.624, -3.260, -0.216], [-1.672, -1.872, -0.162], [-2.245, -1.124, 1.003], [-1.496, -0.744, 2.109], [-2.138, -0.041, 3.123], [-3.481, 0.279, 3.043], [-4.242, -0.113, 1.939], [-3.593, -0.797, 0.923], [-1.153, -1.175, -1.251], [-0.620, -1.824, -2.364], [-0.576, -3.220, -2.413], [0.093, -4.018, -3.797], [-0.052, -0.965, -3.490], [-0.263, -1.180, -4.648], [0.766, 0.198, -2.978], [1.994, 0.568, -3.550], [2.544, -0.190, -4.743], [2.228, 0.562, -6.036], [2.565, 0.197, -7.114], [1.552, 1.748, -5.886], [2.682, 1.627, -2.953], [2.136, 2.253, -1.847], [2.931, 3.620, -0.922], [3.187, 4.845, -1.975], [4.766, 2.919, -0.257], [0.921, 1.897, -1.295], [0.488, 2.638, -0.068], [1.112, 2.294, 1.142], [0.708, 3.044, 2.238], [-0.230, 4.052, 2.058], [-0.872, 4.406, 0.943], [-0.466, 3.638, -0.087], [0.216, 0.848, -1.862], [-1.090, 0.339, -1.309], [-1.993, 1.054, -0.985], [2.845, -2.825, -0.027], [2.762, -2.775, 1.744], [3.801, -4.012, 0.984], [1.960, -5.352, 1.556], [0.834, -3.929, 1.533], [0.339, -6.844, -0.191], [-0.451, -5.533, 0.809], [-0.574, -5.809, -2.181], [-1.992, -5.882, -1.046], [-1.995, -3.842, 0.625], [-0.444, -1.014, 2.169], [-1.588, 0.275, 4.005], [-3.992, 0.820, 3.834], [-5.303, 0.112, 1.856], [-4.185, -1.092, 0.051], [2.086, -1.174, -4.860], [3.616, -0.383, -4.638], [0.719, 1.712, -6.372], [3.649, 1.912, -3.360], [4.095, 4.772, -2.313], [1.862, 1.507, 1.177], [1.117, 2.856, 3.230], [-0.494, 4.631, 2.932], [-0.944, 3.845, -1.045], [4.528, 6.201, 1.310], [4.570, 5.371, 0.820], [3.887, 6.053, 2.014], [3.073, -6.326, 0.448], [4.080, -10.155, -4.053], [5.215, -9.100, -3.375], [5.607, -7.854, -4.452], [6.597, -9.929, -2.870], [4.486, -8.366, -1.975], [0.791, 7.425, 5.065], [0.865, 6.004, 4.799], [0.921, 4.877, 4.577], [-0.018, 7.661, 5.756], [1.719, 7.798, 5.502], [0.603, 8.003, 4.112], [-5.505, -2.044, -1.124], [-0.362, 8.780, 2.855], [4.994, 3.697, 2.602], [6.307, 3.198, 3.293], [5.967, 2.964, 4.695], [7.267, 4.271, 3.115], [6.674, 1.973, 2.589], [-6.473, -3.384, -1.578], [-8.049, -4.245, -1.481], [-9.496, -5.004, -1.393], [-9.468, 2.487, 1.874], [-8.635, 2.246, 1.010], [-7.783, 0.702, 1.574], [-6.924, 0.436, 0.732], [-7.785, 2.939, 0.862], [-8.967, 1.966, -0.007], [-8.615, -0.010, 1.723], [-7.458, 0.943, 2.604], [3.025, 3.819, 2.756]], "lowdin_charge": [-0.005, -0.342, -0.234, -0.151, -0.086, -0.227, 0.034, -0.102, -0.198, -0.042, -0.084, -0.062, -0.030, -0.060, -0.014, -0.068, -0.502, 0.817, -0.288, 0.140, -0.011, -0.126, -0.017, -0.483, 0.160, 0.088, 0.013, -0.294, 0.623, -0.284, 0.384, -0.150, -0.239, -0.071, -0.159, -0.141, 0.145, -0.054, -0.010, -0.244, 0.185, 0.110, 0.106, 0.069, 0.036, 0.144, 0.129, 0.123, 0.083, 0.142, 0.141, 0.103, 0.106, 0.110, 0.074, -0.034, 0.120, 0.142, 0.132, 0.139, 0.064, 0.138, 0.072, 0.080, 0.142, -0.035, -0.035, -0.010, 1.763, -0.186, -0.128, -0.190, -0.182, -0.254, -0.124, -0.208, 0.155, 0.099, 0.105, -0.194, 0.640, 0.407, -0.602, 0.230, -0.400, -0.344, -0.400, -1.037, 1.192, -0.597, 0.061, -0.267, -0.265, -0.029, 0.128, 0.129, 0.133, 0.126, 1.034], "total_charge": 1, "lumo_ev": -6.953, "e_tot_ha": -7189.54054, "gap_ha": 0.0639}

=====

# 2
{"formula": "C35H33BF6GeN2O6PZn", "method": "ωB97M-V/def2-TZVPD", "symbols": ["Zn", "C", "C", "N", "C", "C", "N", "C", "O", "O", "C", "O", "O", "H", "H", "H", "H", "H", "F", "P", "F", "F", "F", "F", "F", "C", "Ge", "C", "C", "C", "C", "C", "C", "C", "C", "C", "C", "C", "C", "C", "C", "C", "C", "C", "C", "H", "H", "H", "H", "H", "H", "H", "H", "H", "H", "H", "H", "H", "H", "H", "H", "C", "C", "C", "C", "C", "C", "C", "C", "O", "B", "O", "C", "C", "H", "H", "H", "H", "H", "H", "H", "H", "H", "H", "H", "H"], "positions_angstrom": [[0.291, 0.193, 0.388], [-2.471, 1.108, -2.520], [-1.853, 2.144, -1.650], [-1.036, 1.904, -0.656], [-0.752, 3.124, -0.087], [-1.412, 4.122, -0.755], [-2.101, 3.475, -1.741], [-1.539, 5.618, -0.613], [-0.863, 6.143, 0.318], [-2.316, 6.165, -1.410], [0.126, 3.161, 1.102], [0.335, 4.322, 1.658], [0.600, 2.122, 1.544], [-2.074, 0.136, -2.233], [-2.251, 1.281, -3.576], [-3.555, 1.091, -2.386], [-2.705, 3.978, -2.371], [-0.195, 5.063, 1.164], [2.129, -1.126, 2.166], [2.385, -2.654, 2.655], [1.329, -3.176, 1.545], [2.628, -4.182, 3.149], [1.168, -2.501, 3.725], [3.590, -2.797, 1.584], [3.431, -2.121, 3.769], [-1.064, -0.720, 1.485], [-2.836, -0.521, 2.117], [-3.882, 0.838, 1.151], [-4.863, 0.628, 0.183], [-5.516, 1.694, -0.431], [-5.192, 3.000, -0.092], [-4.214, 3.234, 0.867], [-3.575, 2.165, 1.478], [-2.765, 0.168, 3.956], [-3.904, 0.242, 4.759], [-3.839, 0.751, 6.049], [-2.624, 1.197, 6.556], [-1.481, 1.127, 5.772], [-1.552, 0.614, 4.480], [-3.714, -2.281, 2.288], [-2.983, -3.209, 3.039], [-3.445, -4.503, 3.237], [-4.656, -4.902, 2.686], [-5.394, -4.000, 1.936], [-4.923, -2.704, 1.740], [-0.608, -1.552, 2.037], [-5.125, -0.378, -0.123], [-6.275, 1.499, -1.181], [-5.691, 3.832, -0.575], [-3.940, 4.249, 1.132], [-2.815, 2.369, 2.227], [-4.859, -0.106, 4.372], [-4.734, 0.801, 6.659], [-2.569, 1.597, 7.562], [-0.530, 1.470, 6.161], [-0.652, 0.559, 3.872], [-2.021, -2.928, 3.460], [-2.848, -5.200, 3.812], [-5.016, -5.914, 2.834], [-6.338, -4.301, 1.496], [-5.530, -2.025, 1.154], [7.065, 0.934, -5.760], [6.020, -0.089, -5.313], [6.762, -1.355, -4.861], [5.143, -0.429, -6.527], [5.140, 0.427, -4.171], [5.299, 1.692, -3.610], [4.496, 2.152, -2.557], [3.527, 1.302, -2.083], [2.624, 1.483, -1.083], [1.846, 0.278, -0.994], [2.332, -0.593, -2.001], [3.354, 0.042, -2.637], [4.136, -0.418, -3.666], [7.660, 0.508, -6.573], [7.745, 1.197, -4.947], [6.601, 1.852, -6.127], [7.388, -1.740, -5.672], [6.067, -2.143, -4.565], [7.400, -1.139, -4.001], [5.760, -0.806, -7.349], [4.607, 0.458, -6.873], [4.401, -1.191, -6.283], [6.067, 2.354, -3.986], [4.634, 3.136, -2.128], [3.972, -1.413, -4.061]], "lowdin_charge": [0.649, 0.006, -0.350, 0.145, -0.134, -0.092, 0.177, -0.622, -0.024, -0.019, -0.474, 0.125, 0.030, 0.085, 0.076, 0.062, 0.159, 0.063, -0.194, 0.135, -0.178, -0.185, -0.187, -0.174, -0.177, -0.250, 0.880, -0.252, -0.124, -0.124, -0.105, -0.085, -0.104, -0.275, -0.113, -0.114, -0.116, -0.087, -0.085, -0.253, -0.099, -0.091, -0.118, -0.116, -0.113, -0.065, 0.080, 0.091, 0.097, 0.109, 0.107, 0.097, 0.088, 0.088, 0.100, 0.099, 0.103, 0.099, 0.088, 0.089, 0.073, -0.083, -0.566, -0.055, -0.058, -0.187, -0.046, 0.016, -0.228, 0.095, -0.397, 0.112, -0.211, 0.052, 0.077, 0.083, 0.082, 0.077, 0.077, 0.090, 0.077, 0.088, 0.075, 0.089, 0.116, 0.121], "spin_multiplicity": 2, "relative_energy_kj_mol": 224.9, "total_charge": -2, "lumo_ev": [3.651, 3.651], "e_tot_ha": -6736.60568, "gap_ha": [0.2410, 0.2693]}